Computed, not measured: 23 unconnected molecules or ions with the total composition C3H52BF3NO23 in a non-equilibrium geometry, with ωB97M-V/def2-TZVPD.

Structure (XYZ):
```
83
Properties=species:S:1:pos:R:3:mulliken_charge:R:1
N 4.8274 2.4120 2.0431 -0.69
B 3.4975 2.4656 2.8487 0.31
C 2.1397 2.8390 1.9423 -0.44
C 1.1276 1.7191 2.0928 0.12
O 1.4544 0.6635 1.1954 -0.42
C -0.2977 2.1223 1.7852 0.51
F -0.4918 2.5472 0.5092 -0.33
F -0.7462 3.0814 2.5909 -0.26
F -1.1827 1.0772 1.9122 -0.13
H 4.8009 2.8838 1.1500 0.14
H 5.1741 1.4727 1.9224 0.26
H 3.3191 1.3349 3.3555 -0.24
H 3.5671 3.2631 3.7900 -0.21
H 1.7343 3.8100 2.2483 0.17
H 2.3557 2.9105 0.8660 -0.12
H 1.1294 1.3547 3.1287 0.08
H 2.2808 0.2838 1.5322 0.34
O -2.9206 4.3661 1.0064 -0.69
H -2.2206 3.6955 1.0361 0.37
H -3.2595 4.3920 1.9085 0.33
O 2.2808 1.4561 -1.8134 -0.52
H 2.0339 0.5391 -2.0116 0.23
H 1.4700 1.8341 -1.4478 0.24
O -3.6258 2.1090 3.5995 -0.66
H -4.4426 2.0187 3.0957 0.31
H -2.9258 2.1128 2.9358 0.26
O 1.3248 1.0167 -4.6235 -0.66
H 1.9459 1.3936 -3.9880 0.40
H 0.5986 0.7182 -4.0620 0.26
O 0.8372 -1.3309 -3.1588 -0.58
H 1.3512 -1.5391 -3.9464 0.28
H 0.0708 -1.9145 -3.2028 0.28
O -1.2890 -2.8977 -1.5162 -0.29
H -0.6366 -2.5104 -0.9130 0.24
H -2.0690 -3.0306 -0.9630 0.11
O 3.3087 4.1126 -2.7087 -0.65
H 3.0829 3.2606 -2.3113 0.34
H 2.6186 4.2660 -3.3608 0.31
O -4.9450 2.9325 -0.7806 -0.66
H -4.6520 3.2073 -1.6537 0.30
H -4.2999 3.3388 -0.1790 0.38
O -1.6749 0.3075 -1.8765 -0.45
H -2.0085 -0.6015 -1.9103 0.28
H -2.4459 0.8422 -1.6756 0.24
O -3.0368 -0.9675 3.1841 -0.63
H -3.5186 -0.2994 3.6898 0.35
H -2.8000 -0.5010 2.3761 0.29
O -3.9559 -2.1946 -0.4152 -0.63
H -4.3846 -1.4481 -0.8484 0.28
H -4.4948 -2.3749 0.3636 0.29
O 7.5451 2.1724 4.0463 -0.72
H 7.3312 1.2824 4.3467 0.34
H 6.8607 2.3745 3.3856 0.37
O -5.9325 -0.3831 4.5806 -0.61
H -5.3512 -1.1475 4.6638 0.32
H -6.4664 -0.3964 5.3805 0.30
O 4.6744 0.2050 -0.4965 -0.58
H 4.5239 -0.7286 -0.3198 0.31
H 3.8453 0.5120 -0.8794 0.22
O -0.4908 -4.0135 -4.3138 -0.62
H 0.0061 -4.7658 -3.9736 0.32
H -1.0429 -3.7728 -3.5526 0.21
O -5.0456 -4.9922 -0.6583 -0.63
H -4.6517 -4.1075 -0.7039 0.41
H -5.7763 -4.9124 -0.0384 0.29
O -2.9195 -1.7159 -3.6038 -0.64
H -2.5035 -0.8930 -3.8869 0.31
H -2.4202 -2.4165 -4.0328 0.32
O 0.1244 -1.7939 1.0838 -0.67
H 0.2640 -0.8432 1.2261 0.41
H -0.5436 -2.0524 1.7275 0.28
O 8.0077 0.0526 6.0303 -0.66
H 8.5727 0.7778 6.3165 0.32
H 8.5579 -0.7344 6.0745 0.31
O -2.5087 -6.7345 0.2476 -0.63
H -2.8341 -7.5908 0.5384 0.29
H -3.2642 -6.3229 -0.1900 0.34
O 4.0146 1.2614 -6.3537 -0.65
H 4.6513 1.6474 -5.7439 0.32
H 3.2764 0.9927 -5.7944 0.34
O -3.2896 -4.5669 -4.5237 -0.58
H -4.1002 -4.6998 -5.0232 0.28
H -2.5688 -4.8090 -5.1171 0.31
```

Kohn-Sham gap in eV: 5.46
Net charge: -1
HOMO level in eV: -4.09

=====

Computed, not measured: a single C6H14P2 molecule in a non-equilibrium geometry, with ωB97M-V/def2-TZVPD.

Structure (XYZ):
```
22
Properties=species:S:1:pos:R:3:nbo_charge:R:1
C -0.9896 1.1094 -0.7896 -0.38
C -1.2875 2.5554 -0.9191 -0.66
C 1.7329 -0.8955 1.9523 -0.61
C -0.6661 0.2781 -2.1611 -0.77
C 0.3737 -1.6755 2.0241 -0.42
C -0.6164 -1.2855 0.9378 -0.74
P -0.7511 0.5556 0.7989 0.64
P 1.1326 -0.2313 -2.2581 0.32
H -1.4636 3.1434 -0.0573 0.23
H -0.5981 3.0948 -1.5376 0.21
H -2.2041 2.7385 -1.5587 0.21
H 2.4630 -1.4321 1.4021 0.21
H 1.6645 0.0526 1.5213 0.21
H 2.1110 -0.8361 2.9540 0.21
H -1.5531 -0.4478 -2.3724 0.26
H -0.7775 0.8358 -3.1454 0.24
H 0.5988 -2.7432 1.9366 0.21
H -0.0500 -1.6968 3.0356 0.21
H -0.2532 -1.6694 -0.1185 0.23
H -1.6695 -1.5488 1.2274 0.25
H 1.2277 -0.9831 -1.0234 -0.04
H 1.5756 1.0815 -1.8488 -0.01
```

Kohn-Sham gap in eV: 9.01
HOMO level in eV: -8.30
Energy relative to the best compared isomer or geometry (same formula, charge and spin) in kJ/mol: 193.3

=====

Computed, not measured: a single C6H10N2O molecule in a non-equilibrium geometry, with ωB97M-V/def2-TZVPD.

Structure (XYZ):
```
19
Properties=species:S:1:pos:R:3:nbo_charge:R:1
C -1.9419 1.4185 -0.7939 -0.42
N -0.8360 0.9680 0.0279 -0.40
C -0.9157 -0.1326 0.9447 -0.03
C -1.7679 -1.2938 0.4225 -0.43
C -0.8722 -1.3565 -0.8442 -0.41
C -0.0442 -0.1883 -0.2985 0.00
C 1.4330 -0.0191 -0.4116 0.64
N 2.0538 0.4976 0.6599 -0.85
H -2.5443 0.6085 -1.2351 0.18
H -2.6044 2.0425 -0.1797 0.21
H -1.5443 2.0350 -1.6107 0.21
H -0.6029 0.0239 1.9787 0.21
H -1.6640 -2.1865 1.0488 0.22
H -2.8364 -1.0830 0.2788 0.21
H -0.2862 -2.2802 -0.8881 0.24
H -1.3494 -1.1887 -1.8195 0.21
O 2.1429 -0.8475 -1.0260 -0.63
H 1.7647 1.4242 0.9498 0.41
H 2.9728 -0.1203 0.6980 0.44
```

Kohn-Sham gap in eV: 10.28
HOMO level in eV: -9.43
Energy relative to the best compared isomer or geometry (same formula, charge and spin) in kJ/mol: 263.7

=====

Computed, not measured: a molecular structure, H4I2Si2 in a non-equilibrium geometry, with ωB97M-V/def2-TZVPD.

Structure (XYZ):
```
8
Properties=species:S:1:pos:R:3:nbo_charge:R:1
Si 0.4573 -1.6261 0.8204 0.76
Si -0.3701 1.4087 -0.3026 0.38
I -0.0739 1.0783 -2.7000 -0.23
I -2.7505 2.4049 -0.4793 -0.24
H 0.7814 -1.6266 2.2142 -0.17
H -0.0722 -2.8525 0.6227 -0.19
H 1.5682 -1.4194 -0.0517 -0.17
H 0.4597 2.6327 -0.1238 -0.15
```

Kohn-Sham gap in eV: 6.56
HOMO level in eV: -8.67
Energy relative to the best compared isomer or geometry (same formula, charge and spin) in kJ/mol: 248.0

=====

Computed, not measured: a molecular structure, C2H6N2O in a non-equilibrium geometry, with ωB97M-V/def2-TZVPD.

Structure (XYZ):
```
11
Properties=species:S:1:pos:R:3:nbo_charge:R:1
C 0.1911 -0.5820 -1.5174 -0.11
C -0.0398 -0.5568 -0.0580 0.18
N -0.1366 0.8822 1.7654 -0.67
N 0.5514 0.4596 0.6411 -0.43
O -1.0664 -0.0452 -1.4335 -0.62
H 0.8400 0.1253 -1.9232 0.16
H 0.2287 -1.4075 -2.1806 0.17
H -0.5995 -1.3093 0.2997 0.21
H -1.0513 0.6593 1.4178 0.35
H 0.0386 0.5191 2.6798 0.36
H 1.0438 1.2552 0.3087 0.40
```

Kohn-Sham gap in eV: 9.96
HOMO level in eV: -8.85
Energy relative to the best compared isomer or geometry (same formula, charge and spin) in kJ/mol: 448.7

=====

Computed, not measured: a molecular structure, C19H10Cl64FOP2 in a non-equilibrium geometry, with ωB97M-V/def2-TZVPD.

Structure (XYZ):
```
97
Properties=species:S:1:pos:R:3:mulliken_charge:R:1
C 2.7532 0.4151 -3.4635 0.01
C 3.8361 0.2973 -2.2305 0.37
F 3.2968 0.8337 -0.9598 -0.12
P 5.5573 1.0881 -2.6501 0.10
P 6.4169 -0.2455 -4.2080 0.45
C 7.7680 -1.2337 -3.2415 -0.86
O 7.1007 0.6793 -5.5158 -0.53
H 2.1446 1.4338 -3.3411 0.01
H 1.9473 -0.4526 -3.3947 -0.03
H 3.2976 0.4053 -4.5160 0.18
H 4.0532 -0.8512 -2.0838 -0.12
H 5.4662 2.4558 -3.0978 0.21
H 6.3328 1.0219 -1.4061 0.04
H 7.6267 -2.3875 -3.4557 0.31
H 8.8546 -0.9218 -3.5480 0.31
H 7.5587 -1.0956 -2.0750 0.26
H 6.5157 0.4396 -6.3187 0.39
C -0.5634 0.0929 -0.3836 -0.33
Cl 0.5928 0.5859 0.8792 0.15
Cl -0.4737 1.2339 -1.7492 0.07
Cl -0.1589 -1.5466 -0.9520 0.02
Cl -2.2140 0.0984 0.2875 0.08
C 2.2642 -1.7097 3.7979 0.12
Cl 3.1252 -2.6411 5.0492 -0.10
Cl 2.4077 0.0311 4.1492 0.04
Cl 2.9797 -2.0547 2.2030 -0.02
Cl 0.5440 -2.1743 3.7902 -0.06
C -3.9152 3.4503 2.4693 0.17
Cl -3.9484 5.2040 2.7816 -0.08
Cl -5.5123 2.9210 1.8829 0.02
Cl -2.6806 3.0897 1.2362 -0.02
Cl -3.5195 2.5860 3.9763 -0.06
C 1.9362 4.3946 -5.4060 0.18
Cl 3.2629 3.2268 -5.1814 -0.02
Cl 1.4940 4.4667 -7.1305 -0.06
Cl 0.5228 3.8789 -4.4516 -0.03
Cl 2.4651 6.0064 -4.8606 -0.09
C -1.1052 0.1904 -5.9856 0.12
Cl -0.6636 -0.6193 -4.4612 0.03
Cl 0.3286 1.0017 -6.6643 0.04
Cl -1.7090 -1.0183 -7.1471 -0.03
Cl -2.3770 1.3978 -5.6700 -0.12
C -7.6719 -0.4008 0.1854 0.19
Cl -5.9711 -0.7133 0.6144 0.07
Cl -8.4187 -1.9030 -0.4149 -0.08
Cl -8.5535 0.1659 1.6264 -0.05
Cl -7.7446 0.8472 -1.0842 -0.10
C -7.9003 -3.3850 3.8044 0.19
Cl -7.6162 -4.3049 2.3052 -0.07
Cl -7.2736 -4.3068 5.1946 0.01
Cl -7.0624 -1.8156 3.7062 0.00
Cl -9.6489 -3.1128 4.0120 -0.10
C 5.4267 2.5243 2.4596 0.14
Cl 5.3935 4.2780 2.7720 -0.02
Cl 3.8295 1.9950 1.8733 0.10
Cl 6.6613 2.1637 1.2266 -0.14
Cl 5.8223 1.6600 3.9667 -0.05
C -7.2229 -5.7073 9.0212 0.32
Cl -5.6867 -4.8926 8.6329 -0.09
Cl -7.2695 -6.0893 10.7609 -0.10
Cl -8.5847 -4.6336 8.6122 -0.07
Cl -7.3508 -7.2141 8.0787 -0.08
C -4.8484 -7.4619 2.4470 0.27
Cl -3.3361 -8.2975 2.8820 -0.10
Cl -5.8039 -7.1579 3.9199 -0.02
Cl -4.4645 -5.9114 1.6577 -0.07
Cl -5.7894 -8.4808 1.3285 -0.09
C 2.7897 -4.2262 -1.3222 0.22
Cl 3.6507 -5.1576 -0.0710 -0.08
Cl 2.9332 -2.4853 -0.9709 0.10
Cl 3.5051 -4.5711 -2.9171 -0.10
Cl 1.0695 -4.6907 -1.3299 -0.08
C 2.9984 3.7914 6.3911 0.11
Cl 4.5345 4.6062 6.0028 0.05
Cl 2.9518 3.4095 8.1308 -0.09
Cl 1.6366 4.8652 5.9822 -0.10
Cl 2.8705 2.2847 5.4486 0.00
C -6.6026 3.1632 6.8854 0.25
Cl -5.4541 2.8702 8.2156 -0.10
Cl -7.8113 4.3676 7.3987 -0.10
Cl -5.7208 3.7757 5.4634 0.01
Cl -7.4244 1.6395 6.4637 -0.07
C 2.1539 -2.3391 -8.3318 0.24
Cl 2.6820 -3.8779 -9.0580 -0.09
Cl 3.5414 -1.5477 -7.5423 -0.07
Cl 1.5073 -1.2727 -9.6044 -0.07
Cl 0.8848 -2.6577 -7.1224 -0.03
C 8.0386 6.5397 5.2600 0.30
Cl 9.0171 7.2587 6.5638 -0.08
Cl 8.8150 6.8604 3.6887 -0.09
Cl 7.9135 4.7803 5.5125 -0.05
Cl 6.4086 7.2592 5.2749 -0.08
C -3.8825 0.7069 -10.1908 0.27
Cl -2.3963 0.6279 -11.1703 -0.10
Cl -4.6900 -0.8813 -10.2076 -0.10
Cl -3.4665 1.1439 -8.5143 -0.01
Cl -4.9774 1.9371 -10.8710 -0.10
```

Kohn-Sham gap in eV: 8.18
Net charge: +1
HOMO level in eV: -11.91
Energy relative to the best compared isomer or geometry (same formula, charge and spin) in kJ/mol: 335.5